(1)
{"formula": "C23H59Br2N6O13", "method": "wB97M-V/def2-TZVPD", "largest_force_ev_per_a": 9.466, "total_charge": 1, "total_energy_ha": -7365.408114, "e_homo_ev": -11.4, "elements": ["C", "C", "N", "C", "C", "C", "C", "C", "O", "C", "H", "H", "H", "H", "H", "H", "H", "H", "H", "H", "H", "H", "H", "H", "H", "H", "H", "H", "H", "H", "C", "N", "O", "O", "H", "H", "H", "C", "N", "O", "O", "H", "H", "H", "C", "N", "O", "O", "H", "H", "H", "C", "N", "O", "O", "H", "H", "H", "C", "N", "O", "O", "H", "H", "H", "Br", "C", "C", "Br", "H", "H", "H", "H", "C", "C", "O", "C", "C", "H", "H", "H", "H", "H", "H", "H", "H", "H", "H", "C", "C", "O", "C", "C", "H", "H", "H", "H", "H", "H", "H", "H", "H", "H"], "positions_angstrom": [[1.0539, 1.9642, 1.5188], [1.2040, 1.3652, 0.1403], [0.3470, 0.1342, -0.0215], [-1.0701, 0.5289, -0.0931], [0.7196, -0.5989, -1.2783], [0.8755, 0.2632, -2.5016], [0.6068, -0.7714, 1.1598], [0.1930, -2.2216, 1.0379], [-1.1745, -2.3247, 0.7598], [-1.5941, -3.6605, 0.6404], [1.9667, 1.8695, 2.1082], [0.2512, 1.5280, 2.0946], [0.8799, 3.0385, 1.4556], [2.2131, 1.0781, -0.1466], [0.8423, 2.0740, -0.5992], [-1.4067, 0.7872, 0.9050], [-1.6476, -0.3165, -0.4408], [-1.1794, 1.3634, -0.7790], [-0.0108, -1.3934, -1.3846], [1.6910, -1.0435, -1.0512], [-0.0586, 0.6643, -2.8945], [1.2613, -0.3715, -3.2979], [1.6041, 1.0394, -2.3039], [0.0230, -0.3736, 1.9865], [1.6752, -0.7281, 1.3519], [0.4716, -2.6881, 1.9927], [0.7598, -2.7690, 0.2702], [-2.6620, -3.7267, 0.8283], [-1.1088, -4.3424, 1.3656], [-1.3416, -4.1428, -0.3110], [1.0222, -3.9634, 2.7955], [2.3896, -3.8560, 2.1602], [3.3157, -3.4556, 2.8697], [2.4943, -4.1777, 1.0065], [1.1287, -3.5413, 3.7807], [0.7532, -5.0125, 2.7308], [0.3705, -3.4073, 2.1300], [3.6774, -1.8918, 4.2488], [2.2301, -1.6146, 4.1450], [1.8262, -1.1579, 3.1075], [1.5197, -2.0188, 5.0472], [3.7598, -2.9712, 4.2999], [4.0697, -1.4383, 5.1533], [4.1694, -1.4936, 3.3717], [-3.5268, -7.2619, -2.2980], [-2.9465, -6.0377, -2.9116], [-2.4535, -5.2201, -2.1618], [-2.9534, -5.9584, -4.1177], [-4.6073, -7.2232, -2.3854], [-3.2414, -7.2550, -1.2535], [-3.1102, -8.1193, -2.8116], [-3.5384, -1.3919, 2.4206], [-2.1419, -0.9814, 2.6445], [-1.9348, 0.1996, 2.8714], [-1.2772, -1.8167, 2.6697], [-3.5554, -2.4510, 2.1775], [-3.8785, -0.8899, 1.5146], [-4.1442, -1.1506, 3.2815], [5.1896, -2.7630, -3.6833], [3.9563, -2.1657, -3.0628], [3.0243, -2.9246, -2.8187], [3.9482, -0.9820, -2.8142], [5.7174, -3.2590, -2.8783], [5.7657, -1.9524, -4.1158], [4.8649, -3.4265, -4.4739], [-1.8310, -0.7250, 6.4915], [-0.4957, 0.4035, 5.6678], [-0.9235, 1.8395, 5.6942], [0.3667, 2.7773, 4.5997], [-0.4661, 0.0480, 4.6427], [0.4679, 0.1817, 6.1134], [-0.9429, 2.2871, 6.6775], [-1.8700, 1.8807, 5.1654], [-1.6519, 1.2539, -6.0151], [-0.4899, 1.9319, -6.6839], [0.4514, 2.2875, -5.6836], [1.5515, 3.0544, -6.1646], [2.4995, 3.1205, -5.0039], [-2.3631, 1.9592, -5.5851], [-2.2181, 0.6594, -6.7346], [-1.2754, 0.5977, -5.2308], [0.0067, 1.2651, -7.4015], [-0.8011, 2.8266, -7.2434], [2.0801, 2.6488, -7.0373], [1.0892, 4.0090, -6.4430], [2.0906, 3.7668, -4.2318], [3.5166, 3.3965, -5.2892], [2.6227, 2.1075, -4.6121], [-1.8303, 7.5253, 0.7188], [-1.3912, 6.2071, 0.0824], [-2.0214, 5.0397, 0.5553], [-1.9774, 4.8878, 1.9469], [-2.4926, 3.4983, 2.2685], [-2.8412, 7.7795, 0.4091], [-1.6963, 7.5307, 1.7985], [-1.1367, 8.2844, 0.3500], [-1.5587, 6.2433, -0.9947], [-0.2927, 6.1216, 0.1946], [-0.9564, 5.0170, 2.3386], [-2.6230, 5.6021, 2.4703], [-3.5418, 3.4783, 1.9744], [-2.3876, 3.2685, 3.3270], [-1.9351, 2.7436, 1.7154]], "forces_ev_per_a": [[0.73, 0.57, 0.25], [-0.52, 0.04, -0.26], [0.20, -0.29, -0.47], [-0.47, 0.16, 0.06], [0.69, -0.13, 0.14], [-0.31, -0.27, -0.30], [-0.51, 0.05, -0.91], [0.60, 2.39, -3.36], [0.11, -0.95, -3.54], [0.36, -1.43, 0.14], [-0.07, -0.26, 0.02], [-0.14, 0.10, 0.03], [-0.19, -0.04, -0.09], [0.12, -0.02, 0.25], [0.06, -0.05, -0.13], [-0.03, 0.28, -0.18], [-0.08, -0.13, -0.06], [-0.03, 0.05, 0.01], [-0.05, -0.07, -0.15], [-0.04, -0.14, -0.12], [0.00, 0.26, 0.22], [0.16, 0.00, 0.05], [0.01, 0.19, -0.37], [0.71, 0.22, -0.25], [-0.36, 0.24, -0.57], [0.00, 9.00, -2.94], [-0.04, 0.16, 0.02], [-0.05, 0.09, -0.25], [-0.34, 0.50, 0.07], [-0.22, 0.53, -0.23], [2.17, -3.15, 1.54], [-0.19, -0.61, 0.45], [-1.67, -2.98, -3.74], [0.09, 0.04, -0.38], [-0.52, -0.40, 0.25], [0.18, -0.22, 0.44], [-0.68, -7.90, 2.55], [1.19, 1.70, 2.20], [1.04, -1.04, 1.46], [-0.16, 0.47, 0.70], [0.03, 0.54, -0.05], [0.52, 1.14, 1.42], [-0.24, 0.42, 0.18], [0.01, -0.02, 0.06], [0.05, -0.01, 0.39], [0.24, -0.33, -0.30], [-0.03, 0.31, 0.21], [-0.17, 0.05, 0.03], [-0.03, 0.02, -0.22], [0.00, -0.03, 0.04], [-0.10, -0.03, -0.15], [-0.15, -0.57, -1.13], [-0.23, -0.53, 1.79], [-0.12, 0.80, -0.28], [-1.63, 0.68, 4.16], [0.09, 0.03, 0.45], [-0.07, 0.36, 0.26], [0.05, 0.19, 0.15], [-0.38, 0.58, -0.18], [-0.56, -0.77, 0.06], [0.67, 0.42, -0.19], [0.15, 0.26, 0.04], [0.07, -0.19, -0.06], [0.06, 0.07, 0.22], [-0.05, -0.32, 0.18], [-0.19, -0.12, 0.25], [0.27, -0.57, -0.36], [0.00, -0.55, -0.37], [0.17, 0.48, 0.21], [0.10, 0.10, -0.01], [-0.07, 0.17, 0.31], [-0.10, 0.09, 0.06], [-0.15, 0.44, 0.20], [-0.43, -0.14, -0.11], [0.50, 0.26, -0.19], [0.07, -0.50, -0.29], [-0.69, 0.17, 0.22], [0.53, -0.15, 0.12], [0.18, 0.09, 0.14], [0.09, -0.06, 0.02], [-0.07, -0.08, -0.01], [-0.11, -0.04, 0.00], [-0.04, -0.06, 0.07], [-0.47, -0.36, -0.05], [0.64, 0.27, -0.12], [0.25, 0.04, 0.17], [-0.20, 0.50, -0.02], [-0.25, 0.02, 0.11], [0.49, -0.23, -0.43], [0.70, 0.46, -0.08], [-0.20, 0.11, -0.24], [0.05, -0.50, 0.73], [0.02, 0.21, -0.18], [-0.09, 0.10, 0.29], [-0.29, -0.07, 0.04], [-0.20, 0.12, -0.13], [-0.19, -0.07, 0.04], [-0.20, -0.14, 0.20], [0.02, 0.07, -0.15], [0.10, 0.18, -0.16], [-0.03, -0.34, 0.07], [-0.13, 0.10, 0.05], [-0.05, 0.01, -0.06]]}

---

(2)
{"formula": "C23H60FInN5O6", "method": "wB97M-V/def2-TZVPD", "largest_force_ev_per_a": 0.955, "total_charge": -1, "total_energy_ha": -1927.503391, "e_homo_ev": -4.3, "elements": ["C", "C", "N", "In", "F", "C", "C", "C", "O", "C", "C", "O", "H", "H", "H", "H", "H", "H", "H", "H", "H", "H", "H", "H", "H", "H", "H", "H", "C", "C", "C", "O", "C", "N", "H", "H", "H", "H", "H", "H", "H", "H", "H", "H", "H", "C", "C", "C", "O", "C", "N", "H", "H", "H", "H", "H", "H", "H", "H", "H", "H", "H", "C", "C", "C", "O", "C", "N", "H", "H", "H", "H", "H", "H", "H", "H", "H", "H", "H", "C", "C", "C", "O", "C", "N", "H", "H", "H", "H", "H", "H", "H", "H", "H", "H", "H"], "positions_angstrom": [[1.8348, -0.8856, 6.5041], [0.3664, -1.0517, 6.1188], [0.1109, -0.8571, 4.6809], [1.2751, 0.6496, 3.7086], [2.2900, 1.8747, 5.0019], [2.5991, -0.3318, 2.2295], [3.3805, -1.5561, 2.7621], [4.8784, -1.4066, 2.5588], [5.3717, -0.3296, 3.3619], [5.4736, -0.5654, 4.6789], [5.6123, 0.7047, 5.4814], [5.4843, -1.6736, 5.1779], [2.4925, -1.1513, 5.6808], [2.0776, -1.5543, 7.3319], [2.0354, 0.1313, 6.8291], [-0.2679, -0.4028, 6.7295], [0.0727, -2.0762, 6.3984], [-0.8420, -0.5174, 4.6185], [0.1215, 1.7034, 2.8045], [3.2953, 0.3849, 1.7971], [1.9541, -0.6582, 1.4131], [3.0640, -2.4661, 2.2509], [3.2162, -1.7302, 3.8237], [5.0628, -1.1323, 1.5216], [5.4209, -2.3315, 2.7540], [5.3389, 1.5681, 4.8897], [6.6379, 0.7707, 5.8353], [4.9519, 0.6035, 6.3371], [0.9023, 3.1350, -3.0032], [0.3960, 2.5157, -1.7050], [1.3845, 2.6224, -0.5368], [2.4622, 1.7110, -0.6106], [3.5715, 2.1364, -1.3694], [-0.0092, 1.1297, -1.9584], [1.6715, 2.5221, -3.4734], [0.0879, 3.2309, -3.7228], [1.3184, 4.1300, -2.8270], [-0.5000, 3.0667, -1.4024], [0.8513, 2.3734, 0.3845], [1.7630, 3.6477, -0.4261], [3.7445, 3.2119, -1.2548], [3.4577, 1.9011, -2.4325], [4.4454, 1.6028, -0.9941], [-0.4318, 0.7548, -1.1137], [0.8389, 0.5823, -2.0758], [-2.0155, -3.2313, 3.2818], [-2.8319, -3.5126, 4.5373], [-3.8687, -4.6315, 4.3538], [-5.0171, -4.2449, 3.6202], [-4.8562, -4.2791, 2.2131], [-3.4408, -2.2656, 5.0094], [-2.5980, -2.6981, 2.5285], [-1.1482, -2.6137, 3.5211], [-1.6521, -4.1616, 2.8359], [-2.1366, -3.8504, 5.3120], [-4.2366, -4.9365, 5.3383], [-3.4074, -5.5134, 3.8889], [-4.2359, -5.1249, 1.9014], [-4.4214, -3.3547, 1.8348], [-5.8465, -4.3909, 1.7686], [-3.8983, -2.4277, 5.9019], [-4.1947, -2.0270, 4.3716], [-5.9325, -1.0108, -3.0588], [-6.5397, -1.6127, -1.7966], [-5.6148, -1.5505, -0.5734], [-4.5787, -2.5093, -0.5733], [-3.4050, -2.1399, -1.2779], [-6.9947, -2.9759, -2.0854], [-5.1685, -1.6588, -3.4878], [-6.7041, -0.8745, -3.8164], [-5.4798, -0.0391, -2.8539], [-7.4246, -1.0200, -1.5445], [-6.2130, -1.7693, 0.3162], [-5.1984, -0.5433, -0.4439], [-3.2019, -1.0701, -1.1817], [-3.4687, -2.4046, -2.3363], [-2.5749, -2.6916, -0.8387], [-7.4936, -3.3408, -1.2794], [-6.1705, -3.5654, -2.1620], [2.2725, 4.8023, -6.1073], [3.2701, 3.8148, -6.7025], [3.4724, 3.9769, -8.2157], [2.4268, 3.4526, -9.0102], [1.3277, 4.3181, -9.2144], [2.8791, 2.4546, -6.3266], [1.2439, 4.5464, -6.3618], [2.3442, 4.7937, -5.0208], [2.4698, 5.8194, -6.4532], [4.2417, 4.0128, -6.2393], [4.3649, 3.4150, -8.5037], [3.6513, 5.0289, -8.4760], [1.6526, 5.3586, -9.3100], [0.5950, 4.2414, -8.4075], [0.8432, 4.0171, -10.1429], [3.5951, 1.7993, -6.6255], [2.0562, 2.2016, -6.8658]], "forces_ev_per_a": [[-0.36, -0.03, 0.46], [-0.14, -0.63, -0.45], [0.43, 0.57, 0.58], [-0.37, 0.11, -0.87], [0.07, -0.15, 0.01], [0.11, -0.28, 0.52], [0.10, 0.31, -0.18], [-0.35, -0.53, -0.36], [0.02, 0.15, 0.19], [0.24, -0.41, 0.39], [-0.09, -0.42, -0.25], [-0.09, 0.54, -0.43], [0.07, 0.00, -0.12], [0.09, -0.02, 0.08], [0.21, 0.16, -0.23], [0.10, 0.18, 0.16], [-0.07, -0.08, 0.01], [-0.17, -0.12, -0.17], [0.07, 0.00, 0.15], [0.02, 0.16, -0.03], [-0.13, 0.11, -0.06], [0.00, -0.14, -0.02], [-0.07, -0.16, 0.07], [0.17, 0.25, 0.01], [0.10, 0.04, 0.31], [-0.04, 0.15, 0.02], [0.12, 0.08, 0.05], [-0.05, 0.13, 0.07], [-0.02, 0.02, -0.03], [0.10, 0.03, -0.10], [-0.18, -0.03, 0.19], [0.10, 0.06, -0.14], [-0.01, -0.14, 0.06], [-0.06, -0.01, 0.08], [0.02, 0.00, -0.01], [-0.02, -0.04, 0.01], [0.01, -0.01, 0.03], [0.00, 0.01, 0.06], [0.07, -0.05, 0.03], [-0.01, 0.02, -0.08], [-0.01, 0.03, -0.03], [0.02, 0.09, -0.02], [-0.01, 0.00, 0.02], [-0.03, 0.02, 0.00], [0.02, -0.01, -0.04], [0.22, 0.01, -0.07], [-0.04, 0.08, -0.17], [0.06, 0.04, 0.18], [-0.01, -0.18, -0.10], [-0.17, 0.17, 0.05], [-0.11, -0.14, 0.07], [-0.03, -0.01, 0.03], [-0.03, 0.06, 0.10], [-0.06, -0.02, -0.01], [-0.01, -0.03, 0.02], [-0.05, 0.05, -0.02], [0.04, 0.02, -0.03], [0.05, 0.00, 0.00], [0.04, -0.08, -0.10], [-0.02, -0.03, 0.05], [0.08, 0.04, 0.03], [0.04, 0.06, -0.04], [-0.03, 0.07, -0.03], [0.10, -0.04, -0.11], [-0.12, 0.03, 0.13], [0.08, 0.02, -0.11], [0.03, -0.12, 0.06], [0.00, 0.01, 0.13], [0.03, -0.02, 0.03], [-0.01, -0.04, 0.00], [0.02, -0.01, 0.01], [0.00, 0.01, 0.06], [0.02, -0.04, 0.00], [-0.01, 0.02, -0.06], [-0.01, 0.02, -0.03], [0.01, 0.09, -0.02], [-0.01, 0.00, 0.03], [-0.06, 0.02, -0.03], [0.01, -0.01, -0.06], [0.04, 0.08, 0.06], [-0.18, -0.01, 0.01], [0.16, -0.05, 0.04], [-0.06, 0.08, -0.04], [-0.02, -0.13, -0.03], [0.12, 0.00, -0.15], [0.00, -0.03, -0.03], [-0.01, -0.04, 0.00], [-0.01, -0.01, -0.02], [0.05, 0.01, -0.04], [-0.03, -0.04, -0.01], [-0.03, 0.03, 0.05], [0.00, 0.02, 0.03], [0.00, 0.09, 0.01], [0.02, -0.01, -0.01], [0.02, 0.01, 0.08], [-0.06, 0.01, 0.07]]}